[1]
DFT (the ωB97M-V functional and the def2-TZVPD basis) results for C22H44CaN2Si4 as an isolated structure in a non-equilibrium geometry.

```
73
Properties=species:S:1:pos:R:3:forces:R:3
C -2.8674 -1.6230 -0.5470 0.51 0.81 -0.60
C -3.0604 1.3075 -4.1954 0.62 0.34 0.27
H -2.1743 -2.3380 -1.0031 -0.86 0.53 0.70
H -3.7803 -1.4359 -1.0988 -0.73 -0.26 0.43
H -2.6218 -1.1029 0.3900 -0.65 -0.56 -0.79
H -2.3385 0.8575 -4.9245 -0.83 0.75 0.65
H -3.9562 0.7218 -3.9427 -0.14 0.56 -0.63
H -2.9303 2.3218 -3.7362 -0.30 -1.06 -0.97
C -0.2357 -3.0423 -2.0914 -1.20 0.21 0.24
C 0.7745 -3.9551 -1.9601 1.17 -1.05 -0.09
C 2.0671 -3.5909 -2.3604 -0.72 0.48 0.00
C 2.2270 -2.2877 -2.8270 0.50 0.35 -0.18
H -1.2387 -3.3986 -1.8011 0.63 0.40 -0.36
H 0.5468 -4.9609 -1.5576 0.20 0.76 -0.36
H 2.9074 -4.2837 -2.3189 -0.23 0.22 0.05
H 3.2360 -1.9492 -3.1389 -0.92 -0.39 0.34
N -0.1166 -1.7706 -2.5040 1.27 -0.02 -0.61
C 1.1393 -1.3863 -2.8883 -0.56 -0.50 0.38
C 1.3534 0.0385 -3.3461 1.18 0.19 -0.43
N 0.3363 0.9094 -3.2447 0.49 -0.25 0.03
C 0.5714 2.1803 -3.5809 1.13 0.55 -0.45
C 2.8728 1.7607 -4.1750 -0.31 -0.10 0.10
C 1.8310 2.6766 -4.0309 -1.01 -1.06 0.47
H -0.2614 2.8741 -3.4921 0.09 -0.27 -0.01
H 1.9486 3.7293 -4.2528 -0.02 -0.08 -0.01
C 2.6433 0.4293 -3.8481 -1.28 -0.32 0.48
H 3.4294 -0.3175 -3.9678 -0.28 0.46 0.02
H 3.8555 2.0584 -4.5353 -0.22 0.04 0.06
Ca -2.4109 0.0066 -2.2704 2.38 0.33 0.55
C -1.6807 2.8192 -1.2417 -0.12 1.00 0.12
H -1.6787 3.5089 -2.0960 -0.18 -0.44 0.10
H -0.7449 2.9390 -0.6746 -0.32 -0.60 -0.32
H -2.5584 2.9984 -0.6032 0.17 -0.36 -0.31
C 3.0151 -0.0512 0.1530 0.38 -0.11 -0.01
Si 1.8747 0.9745 1.2474 -0.54 -0.11 -0.30
C 2.4712 0.9905 3.0388 0.38 0.14 0.01
C 1.8067 2.7028 0.5068 0.35 0.28 0.13
Si -0.2596 0.0862 1.2791 0.02 -0.07 0.06
Si -0.1406 -2.0716 2.1789 -0.45 -0.14 -0.42
C -0.1399 -2.0834 4.0631 0.15 -0.05 0.16
C -1.6407 -3.0341 1.5682 0.22 -0.41 0.65
C 1.4064 -2.9677 1.5840 0.19 -0.19 0.10
Si -1.6708 1.3771 2.6188 0.07 -0.12 -0.37
C -1.2736 1.1650 4.4520 -0.16 0.05 0.21
C -1.5240 3.2175 2.2402 -0.13 0.12 0.11
C -3.4298 0.8043 2.2438 -0.12 0.18 0.28
H 4.0644 0.1509 0.4244 -0.20 -0.09 -0.15
H 2.8825 0.2213 -0.9037 0.00 0.03 0.23
H 2.8452 -1.1332 0.2324 0.05 0.32 0.05
H 3.5199 1.3300 3.0375 -0.20 -0.07 0.19
H 1.8869 1.6827 3.6643 0.15 -0.20 -0.22
H 2.4372 -0.0082 3.5016 -0.01 0.29 -0.19
H 1.6183 2.6568 -0.5762 0.05 -0.05 0.26
H 1.0339 3.3370 0.9622 0.21 -0.18 -0.08
H 2.7834 3.1880 0.6630 -0.23 0.05 -0.13
H -1.1543 -1.9626 4.4664 0.24 -0.02 -0.11
H 0.2467 -3.0583 4.3974 -0.11 0.19 0.00
H 0.4994 -1.2993 4.4890 -0.15 -0.18 -0.04
H -1.5226 -3.3383 0.5205 -0.08 0.08 0.50
H -1.7789 -3.9369 2.1720 0.13 -0.10 0.04
H -2.5697 -2.4548 1.6402 0.41 -0.42 0.02
H 1.4336 -3.0755 0.4903 -0.03 0.11 0.29
H 2.3241 -2.4578 1.9067 -0.15 -0.15 -0.05
H 1.4098 -3.9790 2.0216 0.04 0.20 -0.11
H -0.2022 1.2849 4.6685 -0.28 -0.04 -0.10
H -1.8156 1.9481 5.0064 0.12 -0.19 -0.06
H -1.5946 0.1900 4.8420 0.09 0.27 -0.11
H -1.5796 3.4376 1.1697 0.02 -0.04 0.32
H -2.3603 3.7353 2.7337 0.19 -0.01 -0.06
H -0.5880 3.6369 2.6313 -0.17 -0.08 -0.03
H -3.7813 1.1983 1.2798 0.12 -0.10 0.19
H -3.5259 -0.2887 2.2195 0.03 0.24 0.04
H -4.0920 1.1904 3.0307 -0.05 -0.09 -0.16
```
Positions in Å, forces in eV/Å.

## Properties
- HOMO level (spin up / spin down) (eV) = -5.9855 / -5.8145
- total charge = 0
- total energy (eV) = -76453.011
- energy relative to the best compared isomer or geometry (same formula, charge and spin) (kcal/mol) = 130.2

Mulliken population analysis, charges in e, atoms 1 to 5: C -2.166; C -1.714; H 0.089; H 1.262; H -0.362

---

[2]
DFT (the ωB97M-V functional and the def2-TZVPD basis) results for a 9-piece molecular cluster, C22H44Cl14O6 overall in a non-equilibrium geometry.

```
86
Properties=species:S:1:pos:R:3:forces:R:3
C 1.2210 2.6906 1.4112 0.03 -0.92 0.69
C 2.1688 2.2325 2.5276 -2.19 1.75 0.07
O 2.2833 0.8499 2.2977 -0.64 -0.35 -0.04
C 3.2779 0.2412 2.8786 1.48 -0.91 -0.58
O 4.1056 0.6952 3.6035 0.28 1.02 1.11
O 3.3440 -0.9993 2.4005 0.21 -1.61 0.39
C 4.3382 -1.8629 3.0325 0.18 -0.71 0.09
H 0.3712 2.0100 1.2813 0.20 -0.02 0.16
H 1.7880 2.7025 0.5223 0.44 -0.01 -1.37
H 0.8182 3.6588 1.5607 -0.25 1.08 0.37
H 1.6630 2.4848 3.4984 0.86 -0.63 -0.52
H 3.1147 2.7528 2.4349 0.27 -0.19 0.25
H 5.2784 -1.9136 2.4508 -0.79 -0.01 -0.22
H 3.8929 -2.8917 3.1663 0.39 1.24 -0.41
H 4.6823 -1.4934 4.0018 -0.59 0.17 -0.06
C -4.2705 2.8426 2.0313 -1.30 -0.53 0.10
C -2.9709 3.4987 1.8528 0.18 0.90 -0.18
O -2.3923 2.7368 0.7941 0.87 0.00 -0.36
C -2.2442 3.3436 -0.3820 1.10 -0.58 -0.62
O -2.4493 4.4748 -0.7064 -0.69 0.77 0.71
O -1.7011 2.4452 -1.2066 -0.15 -0.33 -1.52
C -1.6121 2.8671 -2.6316 -1.33 -0.31 0.31
H -4.1007 1.8672 2.4587 0.26 -1.10 -0.84
H -4.7440 2.8576 1.0264 -0.30 -0.43 0.97
H -4.9181 3.1413 2.8349 -0.45 1.41 0.04
H -2.3453 3.4109 2.7286 0.40 0.16 0.09
H -3.0301 4.5273 1.4970 -0.04 0.07 0.35
H -2.2854 3.7333 -2.8151 0.33 -0.72 0.29
H -1.9767 1.9862 -3.2606 1.03 1.17 0.91
H -0.6022 3.2319 -2.8045 0.05 -0.50 -0.22
Cl 0.0672 -0.1578 -4.8662 0.35 0.23 0.00
C -0.9887 -1.2752 -5.7057 0.00 -0.52 -1.41
C -2.0931 -0.5923 -6.4364 -0.95 0.99 0.44
Cl -3.0279 0.3933 -5.2749 -0.85 0.13 0.50
H -1.4328 -1.9384 -4.9917 0.17 -0.58 0.41
H -0.4413 -1.7929 -6.5117 0.19 -0.14 0.75
H -2.8256 -1.2801 -6.9020 0.76 0.35 0.06
H -1.7451 0.2143 -7.0613 0.29 -0.41 -0.86
Cl -3.0149 -1.0286 4.1379 -0.05 0.33 -0.26
C -2.0524 0.2341 5.0033 -1.34 0.07 -0.27
C -1.1968 1.0517 4.0452 0.91 -0.66 2.16
Cl -0.8502 2.6061 4.8871 0.26 -0.02 -0.06
H -1.4981 -0.3898 5.6845 0.47 0.46 0.47
H -2.7808 0.8829 5.5330 0.54 -0.54 -0.28
H -1.6515 1.3142 3.1430 -0.78 0.06 -1.41
H -0.2535 0.5183 3.9069 -0.06 0.34 -0.38
Cl -5.9687 1.7371 -1.5812 0.33 -0.98 -0.05
C -4.9214 0.2134 -1.7220 0.11 1.37 1.03
C -4.1110 -0.0288 -0.4581 -0.25 1.82 0.95
Cl -4.8584 -1.1575 0.7245 0.32 0.04 -0.62
H -4.2364 0.4574 -2.5413 -0.38 -0.40 0.09
H -5.5376 -0.6580 -1.8587 -0.40 -0.01 -0.63
H -3.8590 0.8603 0.1712 -0.70 -0.41 -0.86
H -3.1485 -0.2773 -0.8151 1.10 -1.47 0.07
Cl 1.8883 1.8547 -2.9960 0.83 -0.41 -0.13
C 3.2403 0.6392 -3.3642 -0.36 -0.02 2.00
C 4.5437 1.3726 -3.7128 -1.74 0.83 -0.25
Cl 5.9378 0.3487 -3.4097 0.28 -0.02 0.34
H 2.7740 -0.0059 -4.0825 0.31 -0.21 -0.65
H 3.3594 0.0397 -2.4173 -0.04 0.71 -0.93
H 4.4878 2.3425 -3.1412 0.81 -1.11 -0.47
H 4.5557 1.5821 -4.7842 0.01 0.23 0.20
Cl -1.1235 -1.9991 -2.2184 -0.52 -0.49 0.22
C 0.0191 -0.9423 -1.3816 -1.60 1.67 0.61
C 0.3426 -1.2945 0.0443 -0.01 -0.82 -0.77
Cl -1.0109 -1.2218 1.1869 -0.11 0.35 0.02
H -0.3706 0.1005 -1.4652 0.30 -0.77 0.02
H 0.8951 -1.0349 -1.9422 1.56 0.09 -0.83
H 1.1488 -0.6187 0.3275 -0.02 -0.21 0.47
H 0.6354 -2.3470 0.0218 0.42 0.21 0.39
Cl -0.4151 -4.8328 3.3376 0.48 0.55 0.02
C 0.7105 -3.4339 3.6482 -0.30 -0.19 -2.37
C 0.2481 -2.5871 4.7388 -0.50 2.34 1.27
Cl -0.0766 -3.3879 6.2881 0.33 -0.22 0.25
H 0.6938 -2.7882 2.6961 0.23 -1.08 1.38
H 1.6953 -3.8426 3.8360 0.08 -0.14 -0.09
H -0.6866 -2.0637 4.5412 -0.03 -0.41 -0.53
H 0.9656 -1.7450 4.9111 -0.16 -0.88 -0.02
Cl 2.8776 -2.9398 -4.1952 0.01 -0.07 0.17
C 2.8065 -4.1906 -2.9002 0.65 0.14 -0.52
C 3.9898 -4.1132 -1.9629 0.43 -0.35 -1.04
Cl 3.9372 -2.6893 -0.9401 -0.10 0.38 0.46
H 2.8115 -5.1540 -3.4321 -0.25 0.33 0.42
H 1.9146 -3.9790 -2.3408 -0.60 -0.30 0.03
H 4.9340 -4.0806 -2.5169 -0.23 0.01 0.07
H 3.9924 -5.0165 -1.3698 -0.03 -0.07 0.46
```
Positions in Å, forces in eV/Å.

## Properties
- HOMO level (eV) = -10.3190
- SMILES = CCOC(=O)OC.CCOC(=O)OC.ClCCCl.ClCCCl.ClCCCl.ClCCCl.ClCCCl.ClCCCl.ClCCCl
- total charge = 0
- total energy (eV) = -211127.442
- energy relative to the best compared isomer or geometry (same formula, charge and spin) (kcal/mol) = 5.3

Mulliken population analysis, charges in e, atoms 1 to 5: C -0.957; C -0.456; O -0.012; C 0.482; O -0.593